# 1
Here is C30H29N2O3SSiTi as an isolated structure in a non-equilibrium geometry from the Open Molecules 2025 dataset. Energies are from ωB97M-V with the def2-TZVPD basis set.

```
! wB97M-V def2-TZVPD RIJCOSX def2/J DEFGRID3
* xyz 0 2
Ti 0.2350 -0.0837 0.4911
O -0.5769 -0.9381 1.9510
C -1.1415 -0.5933 3.1053
C -1.4562 -1.5676 4.0522
C -2.0570 -1.1929 5.2398
C -2.3494 0.1449 5.5044
C -2.0242 1.1076 4.5697
C -1.4137 0.7603 3.3591
C -1.0702 1.8168 2.4202
N -0.4847 1.6168 1.2970
N -0.2480 2.8105 0.5663
C 0.2598 2.4780 -0.5796
O 0.4463 1.2423 -0.9459
C 0.6916 3.5425 -1.5286
C 0.4988 4.8870 -1.2231
C 0.9355 5.8620 -2.1048
C 1.5672 5.4992 -3.2889
C 1.7605 4.1599 -3.5915
C 1.3216 3.1790 -2.7116
H -1.1972 -2.5970 3.8431
H -2.2974 -1.9465 5.9797
H -2.8158 0.4348 6.4360
H -2.2345 2.1524 4.7691
H -1.2938 2.8469 2.6849
H 0.0144 5.1562 -0.2945
H 0.7874 6.9071 -1.8647
H 1.9110 6.2665 -3.9712
H 2.2582 3.8748 -4.5095
H 1.4760 2.1299 -2.9219
O -0.0545 -1.7121 -0.8354
S -1.1879 -2.7355 -0.9351
C -2.6273 -2.1797 -0.0196
C -3.7700 -2.7689 -0.8367
C -3.5052 -2.3591 -2.2922
C -1.9827 -2.4103 -2.5264
H -2.6325 -1.0868 -0.0396
H -2.5447 -2.5127 1.0113
H -4.7288 -2.4118 -0.4644
H -3.7782 -3.8577 -0.7400
H -3.8595 -1.3431 -2.4639
H -4.0297 -3.0077 -2.9906
H -1.5502 -1.4623 -2.8479
H -1.6682 -3.1873 -3.2191
C 3.5076 -4.1879 3.3850
C 3.2799 -4.0004 2.0271
C 3.0031 -2.7323 1.5375
C 2.9547 -1.6125 2.3752
C 3.1937 -1.8274 3.7349
C 3.4631 -3.0953 4.2382
Si 2.5023 0.0913 1.6930
C 3.9506 0.6929 0.6429
C 5.1842 0.0359 0.6329
C 6.2405 0.4833 -0.1519
C 6.0864 1.6103 -0.9462
C 4.8717 2.2827 -0.9511
C 3.8216 1.8223 -0.1695
H 3.7186 -5.1770 3.7725
H 3.3168 -4.8453 1.3495
H 2.8187 -2.6168 0.4729
H 3.1673 -0.9872 4.4206
H 3.6441 -3.2283 5.2981
H 2.4113 0.9262 2.9312
H 5.3257 -0.8475 1.2461
H 7.1841 -0.0489 -0.1388
H 6.9078 1.9636 -1.5578
H 4.7362 3.1633 -1.5682
H 2.8856 2.3677 -0.2018
*
```

For the largest force on an atom, the calculation gives 1.49 eV/A. The HOMO-LUMO gap (spin up / spin down) is 6.76 / 7.12 eV. For the HOMO energy (spin up / spin down), the calculation gives -6.7 / -7.2 eV.

Here are the natural (NBO) charges for atoms 1 to 2, given in e:
1. Ti 1.423
2. O -0.807



# 2
Here is a 2-piece molecular cluster, C4H11N2O overall from the Open Molecules 2025 dataset. Energies are from ωB97M-V with the def2-TZVPD basis set.

```
! wB97M-V def2-TZVPD RIJCOSX def2/J DEFGRID3
* xyz 1 1
C -0.9542 -1.3792 0.2511
C -1.9441 -2.3655 -0.2797
C 2.1033 1.1954 -0.5309
C 1.0406 1.4613 0.4369
N -0.4469 -0.3951 -0.3770
N 0.1838 2.4158 0.2719
O -0.6197 -1.6249 1.5068
H -1.4471 -3.0499 -0.9661
H -2.3534 -2.9383 0.5477
H -2.7441 -1.8617 -0.8163
H 3.0641 1.4637 -0.0839
H 1.9688 1.7539 -1.4541
H 2.1687 0.1326 -0.7574
H 1.0684 0.9606 1.3950
H -0.7501 -0.2887 -1.3358
H 0.0524 -1.0213 1.8495
H 0.1428 2.9126 -0.6124
H -0.5331 2.6286 0.9547
*
```

For the largest force on an atom, the calculation gives 0.96 eV/A. The HOMO-LUMO gap is 10.19 eV. For the HOMO energy, the calculation gives -14.2 eV.

Here are the natural (NBO) charges for atoms 1 to 2, given in e:
1. C 0.632
2. C -0.708



# 3
Here is C22H25N5O3S2 in the gas phase in a non-equilibrium geometry from the Open Molecules 2025 dataset. Energies are from ωB97M-V with the def2-TZVPD basis set.

```
! wB97M-V def2-TZVPD RIJCOSX def2/J DEFGRID3
* xyz 0 1
C 2.2919 2.0246 1.5800
C 2.3673 1.1026 0.4015
C 3.3951 1.2189 -0.5238
C 3.4904 0.3610 -1.6079
C 2.5315 -0.6170 -1.7720
C 1.4852 -0.7519 -0.8839
C 1.4042 0.0973 0.2145
N 0.3631 -0.0096 1.1421
C -0.3663 -1.1139 1.4139
O -0.1908 -2.2181 0.9504
C -1.4650 -0.8490 2.4448
H -1.8716 -1.8032 2.7785
H -1.1012 -0.2659 3.2891
S -2.8894 0.0432 1.7338
C -2.3425 1.6815 1.8920
N -1.1244 2.0534 2.2027
N -1.0975 3.3954 2.2543
C -2.2896 3.8257 1.9930
N -3.1428 2.7831 1.7486
C -4.5141 2.8578 1.4433
C -5.3030 3.7952 2.1004
C -6.6501 3.8820 1.8014
C -7.2105 3.0386 0.8563
C -6.4198 2.1073 0.2045
C -5.0697 2.0138 0.4905
H -4.4498 1.2991 -0.0277
H -6.8513 1.4510 -0.5351
H -8.2630 3.1077 0.6286
H -7.2631 4.6080 2.3131
H -4.8653 4.4400 2.8478
H -2.5755 4.8549 1.9436
H 0.1084 0.8496 1.6419
H 0.7353 -1.5045 -1.0604
S 2.6412 -1.7508 -3.1608
O 1.3102 -2.0982 -3.5634
O 3.5268 -1.1656 -4.1273
N 3.3686 -3.1367 -2.6250
C 2.5984 -4.0791 -1.8493
C 2.8103 -3.9216 -0.3422
C 4.3024 -3.9490 -0.0191
C 5.0219 -2.8615 -0.8144
C 4.7733 -3.0741 -2.3089
H 5.1917 -2.2647 -2.9076
H 5.2350 -4.0174 -2.6254
H 6.0952 -2.8908 -0.6189
H 4.6454 -1.8811 -0.5145
H 4.4576 -3.7983 1.0510
H 4.7162 -4.9247 -0.2865
H 2.3790 -2.9798 -0.0019
H 2.2921 -4.7299 0.1751
H 1.5542 -3.9283 -2.1220
H 2.8985 -5.0882 -2.1579
H 4.2824 0.4467 -2.3341
H 4.1373 1.9921 -0.3899
H 2.2904 1.4578 2.5102
H 3.1451 2.6972 1.5877
H 1.3842 2.6268 1.5566
*
```

For the largest force on an atom, the calculation gives 1.12 eV/A. The HOMO-LUMO gap is 8.93 eV. For the HOMO energy, the calculation gives -8.5 eV.

Here are the natural (NBO) charges for atoms 1 to 2, given in e:
1. C -0.648
2. C -0.028



# 4
Here is C2H4FNO in the gas phase in a non-equilibrium geometry from the Open Molecules 2025 dataset. Energies are from ωB97M-V with the def2-TZVPD basis set.

```
! wB97M-V def2-TZVPD RIJCOSX def2/J DEFGRID3
* xyz 0 1
C 1.4168 0.8797 0.7394
C 0.2331 1.7612 -0.0282
N 2.4288 -0.2265 0.2922
O 2.5990 -0.3843 -0.8924
F -0.9312 0.9939 0.1132
H 2.0672 1.6291 1.3288
H 0.7962 0.2996 1.3919
H 0.1909 2.6692 0.5167
H 0.5547 1.8796 -1.0900
*
```

For the largest force on an atom, the calculation gives 4.54 eV/A. The HOMO-LUMO gap is 9.30 eV. For the HOMO energy, the calculation gives -9.4 eV.

Here are the natural (NBO) charges for atoms 1 to 2, given in e:
1. C -0.385
2. C 0.038



# 5
Here is a 2-piece molecular cluster, CH3NO2S overall in a non-equilibrium geometry from the Open Molecules 2025 dataset. Energies are from ωB97M-V with the def2-TZVPD basis set.

```
! wB97M-V def2-TZVPD RIJCOSX def2/J DEFGRID3
* xyz 0 1
C 0.5504 -0.5404 -1.3047
N -0.9643 0.8813 1.7772
O -0.4994 1.1591 2.8210
O -1.7842 0.1108 1.4371
S 1.3284 0.4917 -0.0151
H -0.3498 -0.0808 -1.5903
H 0.4873 -1.4830 -0.9420
H 1.2315 -0.5388 -2.1832
*
```

For the largest force on an atom, the calculation gives 3.58 eV/A. The HOMO-LUMO gap (spin up / spin down) is 7.84 / 7.13 eV. For the HOMO energy (spin up / spin down), the calculation gives -9.5 / -9.1 eV.

Here are the natural (NBO) charges for atoms 1 to 2, given in e:
1. C -0.757
2. N 0.531



# 6
Here is C32H44N3P2PtSe as an isolated structure in a non-equilibrium geometry from the Open Molecules 2025 dataset. Energies are from ωB97M-V with the def2-TZVPD basis set.

```
! wB97M-V def2-TZVPD RIJCOSX def2/J DEFGRID3
* xyz 1 3
Pt -0.3975 0.8071 0.0712
C 1.2162 2.9657 -4.3846
C 0.0364 2.7332 -3.4435
C -0.3152 4.0298 -2.7156
P 0.2435 1.3904 -2.1665
C 2.0432 1.1761 -1.6780
C 2.4511 2.3690 -0.8159
C 3.0529 0.8516 -2.7719
C -0.0510 -0.1984 -2.9775
C -0.0721 -0.3890 -4.3492
C -0.1612 -1.6582 -4.9056
C -0.2184 -1.8559 -6.3818
C -0.1296 -2.7521 -4.0377
C -0.1657 -2.5908 -2.6741
C -0.2342 -1.3033 -2.0991
N -0.3984 -1.0877 -0.7669
C -0.8375 -2.0648 0.0866
C -1.6713 -3.1299 -0.2965
C -1.8479 -4.2100 0.5374
C -1.2117 -4.2802 1.7754
C -1.2953 -5.5160 2.6086
C -0.5237 -3.1554 2.2248
C -0.3801 -2.0327 1.4308
P 0.4052 -0.4693 1.9474
C 2.1418 -1.0666 2.2970
C 2.7252 -1.7605 1.0699
C 3.0635 0.0508 2.7666
C -0.3894 0.0007 3.5719
C 0.0435 1.4275 3.9211
C -0.1957 -0.9172 4.7748
H 0.9223 3.6822 -5.1512
H 1.5460 2.0578 -4.8835
H 2.0583 3.3936 -3.8464
H -0.8403 2.4112 -4.0217
H 0.5443 4.4047 -2.1627
H -1.1358 3.8766 -2.0155
H -0.6128 4.7879 -3.4353
H 1.9751 0.2927 -1.0227
H 2.5158 3.2774 -1.4102
H 3.4226 2.1962 -0.3568
H 1.7115 2.5285 -0.0196
H 3.4241 1.7472 -3.2563
H 2.6226 0.1907 -3.5207
H 3.9028 0.3395 -2.3260
H 0.0044 0.4589 -5.0126
H -0.3664 -0.9176 -6.9058
H -1.0311 -2.5304 -6.6371
H 0.7045 -2.3056 -6.7410
H -0.0710 -3.7445 -4.4575
H -0.1129 -3.4583 -2.0314
H -2.1791 -3.0958 -1.2489
H -2.4597 -5.0385 0.2158
H -1.4622 -6.3857 1.9791
H -2.1240 -5.4571 3.3144
H -0.3837 -5.6645 3.1829
H -0.0762 -3.1863 3.2058
H 2.0280 -1.8061 3.1000
H 2.9489 -1.0419 0.2853
H 2.0455 -2.5091 0.6700
H 3.6521 -2.2590 1.3403
H 3.1975 0.7974 1.9861
H 4.0369 -0.3661 3.0179
H 2.6768 0.5461 3.6515
H -1.4552 0.0150 3.3043
H 1.0170 1.4284 4.4083
H -0.6706 1.8791 4.6051
H 0.1089 2.0604 3.0339
H 0.8558 -1.0982 4.9838
H -0.7061 -1.8663 4.6544
H -0.6295 -0.4361 5.6503
Se -0.5253 4.3274 0.9576
N -1.2016 2.6530 0.6848
C -2.1958 2.4673 1.5877
C -2.9723 1.3072 1.6817
C -3.9504 1.2402 2.6470
C -4.1825 2.3237 3.5113
C -3.4557 3.4834 3.4226
C -2.4319 3.5764 2.4611
N -1.6284 4.6256 2.2817
H -2.7949 0.4969 0.9733
H -4.5648 0.3553 2.7332
H -4.9709 2.2513 4.2440
H -3.6575 4.3240 4.0684
*
```

For the largest force on an atom, the calculation gives 1.50 eV/A. The HOMO-LUMO gap (spin up / spin down) is 4.85 / 5.20 eV. For the HOMO energy (spin up / spin down), the calculation gives -8.0 / -10.3 eV.

Here are the Löwdin charges for atoms 1 to 2, given in e:
1. Pt 0.798
2. C -0.098



Record order is preserved below.
Relative energy (zero: lowest compared OMol25 entry of this formula, charge and spin): 12.52; 31.45; 0.00; 89.87; 106.61; 24.25 kcal per mole